Computed, not measured: the molecule CHF3O3S in a non-equilibrium geometry, with ωB97M-V with the def2-TZVPD basis set.

The geometry in XYZ format:
```
9
Properties=species:S:1:pos:R:3:forces:R:3:lowdin_charge:R:1
S -3.278696 -0.221825 -0.390146 -1.57 -0.35 1.83 1.08
F -3.929194 0.826958 0.759967 1.30 -0.83 -1.27 -0.30
F -0.756041 1.609576 0.744560 1.18 -0.75 0.25 0.15
F -1.423676 1.474934 -1.247332 1.05 -1.28 0.27 0.00
O 0.396309 0.204307 -0.614982 0.27 -1.06 0.05 0.15
O -1.668366 -0.297758 0.123278 -0.99 -0.93 0.28 -0.18
O -3.845540 -1.476589 0.042993 1.07 1.11 -0.68 -0.36
C -0.792090 0.676644 -0.221948 -1.56 1.86 -1.30 -0.74
H 0.453259 -0.793101 -0.798089 -0.75 2.22 0.57 0.19
```
Forces are in eV/Å.

Properties
E (a.u.): -962.19969
Energy above the lowest of the compared OMol25 structures with the same formula, charge and spin (kJ/mol): 18.85
Frontier orbital gap (eV): 12.1
Multiplicity: 1